Formula: C6H14F2N
Source: OMol25
Level of theory: ωB97M-V with the def2-TZVPD basis set

Last column: Mulliken charge in e.
Geometry (Å):
C 1.36654 3.88102 -2.43246  -0.676
C -1.02272 -1.05293 2.21155  -0.699
C -1.09903 -2.65021 0.32005  -0.953
C 1.06409 -1.89063 1.10764  -1.034
C -0.31868 -0.27571 -0.07192  -0.758
C 0.23216 3.36578 -1.73925  0.377
N -0.36607 -1.38025 0.90649  0.097
F -0.69950 2.78540 -2.45070  -0.230
F 0.35581 2.94505 -0.49973  -0.236
H 2.22710 3.25307 -2.20083  0.238
H 1.13760 3.82178 -3.54114  0.303
H 1.58269 4.90946 -1.97864  0.237
H -2.19615 -1.17236 2.03529  0.328
H -0.76667 -1.83135 2.93458  0.344
H -1.03629 0.00199 2.44595  0.321
H -0.99543 -3.53034 0.92354  0.373
H -2.23854 -2.31678 0.32010  0.399
H -0.63562 -2.87814 -0.57896  0.434
H 1.55070 -0.97441 1.59024  0.418
H 0.97517 -2.74532 1.75375  0.433
H 1.49048 -2.01687 0.12195  0.422
H -1.19317 -0.18081 -0.75172  0.368
H 0.58554 -0.06745 -0.42579  0.494

The value obtained for the HOMO energy (spin up / spin down) is -14.38 / -9.99 eV. For the LUMO energy (spin up / spin down), the calculation gives -2.832 / -5.135 eV. As for the energy above the lowest of the compared OMol25 structures with the same formula, charge and spin: 62.9 kcal/mol. The total charge is +1. Its HOMO-LUMO gap (spin up / spin down) is 11.5 / 4.9 eV. The calculation puts the strongest force on any atom at 5.055 eV/Å. The value obtained for the total energy is -491.04433 Ha.